No. 1
DFT (wB97M-V/def2-TZVPD) results for an isolated ion of composition C19H42N and charge +1 at a distorted geometry.

The geometry in XYZ format:
```
62
Properties=species:S:1:pos:R:3:forces:R:3
C 10.0593 2.0731 -0.2399 0.028 -0.260 -0.002
H 11.1269 2.0071 -0.4350 0.107 0.097 -0.022
C 9.4538 0.6827 -0.0913 -0.175 0.305 0.020
C 7.9537 0.7426 0.1882 0.223 -0.414 -0.089
C 7.3471 -0.6514 0.3333 -0.182 0.248 0.203
C 5.8670 -0.6386 0.7194 0.111 -0.120 -0.329
C 4.9588 -0.1424 -0.4041 -0.107 0.114 0.330
C 3.4793 -0.1040 -0.0158 0.125 -0.241 -0.240
C 2.8573 -1.4921 0.1244 -0.117 0.241 0.261
C 1.3887 -1.4551 0.5492 0.142 -0.049 -0.332
C 0.4554 -0.9221 -0.5360 -0.101 -0.101 0.446
C -1.0069 -0.9773 -0.0991 0.112 0.192 -0.378
C -1.9401 -0.4549 -1.1893 -0.152 -0.238 0.194
C -3.4241 -0.5637 -0.8293 0.180 0.298 -0.028
C -3.8403 0.4560 0.2305 -0.126 -0.300 -0.073
H -3.7483 1.4639 -0.1784 0.051 0.101 0.029
H -3.1565 0.3819 1.0753 -0.004 0.095 0.043
C -5.2609 0.2438 0.7694 -0.012 0.164 -0.057
C -6.2950 0.4725 -0.3305 1.021 -0.107 -0.020
H -6.0962 1.4354 -0.8065 -0.198 -0.021 -0.027
H -6.1824 -0.3089 -1.0837 -0.201 0.065 -0.017
N -7.7280 0.4720 0.1008 -0.008 0.007 -0.099
C -8.0157 1.6244 0.9736 -0.127 0.716 0.594
H -7.7705 2.5537 0.4626 0.034 -0.098 -0.113
H -7.4349 1.5648 1.8908 0.018 -0.108 -0.091
H -9.0720 1.6380 1.2363 0.005 -0.127 -0.093
C -8.5705 0.5730 -1.1068 -0.543 0.063 -0.763
H -8.3256 1.4754 -1.6643 0.111 0.010 0.124
H -8.4120 -0.2891 -1.7523 0.113 -0.027 0.124
H -9.6227 0.6104 -0.8301 0.066 -0.009 0.140
C -8.0605 -0.7761 0.8108 -0.178 -0.770 0.477
H -7.7904 -1.6371 0.2021 0.047 0.099 -0.091
H -9.1291 -0.8143 1.0157 0.012 0.141 -0.074
H -7.5259 -0.8301 1.7560 0.040 0.110 -0.074
H -5.4123 0.9423 1.5930 -0.081 -0.034 0.075
H -5.3290 -0.7726 1.1581 -0.066 -0.019 0.069
H -4.0077 -0.4097 -1.7399 -0.096 -0.080 -0.037
H -3.6260 -1.5731 -0.4637 -0.090 -0.102 -0.015
H -1.7629 -1.0314 -2.0992 0.045 0.059 -0.065
H -1.6979 0.5869 -1.4092 0.039 0.062 -0.098
H -1.1212 -0.3871 0.8123 -0.015 -0.032 0.112
H -1.2727 -2.0104 0.1380 -0.039 -0.053 0.079
H 0.7150 0.1105 -0.7737 0.021 0.049 -0.105
H 0.5844 -1.5156 -1.4438 0.025 0.014 -0.103
H 1.2905 -0.8391 1.4465 -0.036 -0.015 0.098
H 1.0746 -2.4691 0.8099 -0.062 -0.002 0.080
H 3.4129 -2.0578 0.8737 0.056 -0.082 -0.051
H 2.9451 -2.0249 -0.8251 0.056 -0.092 -0.042
H 2.9387 0.4544 -0.7829 -0.062 0.085 0.042
H 3.3707 0.4366 0.9277 -0.059 0.088 0.044
H 5.0847 -0.7833 -1.2798 0.045 0.009 -0.108
H 5.2632 0.8669 -0.6860 0.046 -0.003 -0.102
H 5.5769 -1.6545 0.9945 -0.050 0.000 0.099
H 5.7308 -0.0050 1.5992 -0.042 -0.005 0.101
H 7.9024 -1.1915 1.1042 0.065 -0.058 -0.045
H 7.4701 -1.1995 -0.6038 0.055 -0.089 -0.028
H 7.7822 1.3073 1.1080 -0.055 0.090 0.032
H 7.4651 1.2788 -0.6274 -0.043 0.109 0.001
H 9.9525 0.1558 0.7254 0.013 -0.094 -0.020
H 9.6267 0.1118 -1.0065 0.028 -0.093 0.015
H 9.5924 2.6072 -1.0648 -0.021 0.105 -0.076
H 9.9120 2.6524 0.6692 0.007 0.110 0.075
```
Forces are in eV/Å.

Properties
energy relative to the best compared isomer or geometry (same formula, charge and spin)	0.087	eV
spin multiplicity	1
net charge	+1
lowest unoccupied orbital energy	-2.6	eV

natural (NBO) population analysis, charges in e, atoms 1 to 6: -0.60, 0.21, -0.39, -0.39, -0.39, -0.39

No. 2
DFT (wB97M-V/def2-TZVPD) results for C27H8CrF15GeN4OS3 as an isolated structure.

The geometry in XYZ format:
```
60
Properties=species:S:1:pos:R:3:forces:R:3
Cr -0.8221 0.3718 -0.3681 0.277 0.021 0.053
C 3.0823 2.3791 -3.2700 -0.047 -0.068 0.011
S 2.7390 0.6241 -3.4898 0.054 0.031 -0.021
C 1.5859 0.2866 -2.2363 -0.020 0.099 0.041
S 1.0340 1.5127 -1.1072 -0.079 -0.127 -0.145
N 1.2143 -0.9534 -2.1778 0.003 -0.156 -0.002
N 0.3565 -1.1308 -1.1308 0.046 0.030 0.169
C 0.2882 -2.2698 -0.5625 -0.038 0.070 -0.011
C -0.4940 -2.3007 0.6762 0.120 -0.023 -0.059
C -0.7330 -3.4576 1.3928 0.045 -0.064 -0.042
C -1.4072 -3.3706 2.6008 -0.026 0.101 0.013
C -1.8132 -2.1264 3.0526 0.029 -0.090 -0.021
C -1.5490 -1.0123 2.2724 -0.038 0.101 0.027
N -0.9040 -1.0909 1.1103 -0.101 -0.039 -0.070
H 3.8309 2.6182 -4.0225 0.012 0.008 -0.011
H 3.4835 2.5772 -2.2797 0.004 0.029 -0.004
H 2.1899 2.9720 -3.4464 0.012 0.031 0.014
H 0.8499 -3.1256 -0.9231 -0.041 0.003 -0.001
H -0.3919 -4.4055 1.0010 0.003 -0.017 0.017
H -1.6097 -4.2612 3.1795 -0.001 -0.009 0.008
H -2.3352 -2.0089 3.9904 -0.011 0.006 0.009
H -1.8640 -0.0224 2.5763 0.000 -0.009 -0.024
O -4.1104 -1.1938 -2.5171 -0.164 -0.076 -0.104
C -3.1834 -0.7578 -1.9487 0.050 0.045 0.023
N -2.2412 -0.3159 -1.3637 0.047 0.154 0.022
F 0.2805 6.5539 -0.2022 0.024 0.040 -0.009
C 0.1506 5.7671 -1.2734 -0.018 -0.123 -0.055
C -0.6628 4.6478 -1.2391 -0.158 0.079 -0.044
C -0.8196 3.9421 -2.4209 0.020 0.041 -0.004
F -1.6634 2.8980 -2.4553 0.105 0.048 -0.006
C -0.1559 4.2821 -3.5822 -0.011 -0.009 -0.032
F -0.3050 3.5752 -4.7025 0.004 -0.007 0.042
C 0.6865 5.3816 -3.5692 0.033 0.007 -0.123
F 1.3467 5.7204 -4.6743 -0.026 -0.018 0.049
C 0.8380 6.1330 -2.4188 0.031 0.036 0.038
F 1.6296 7.2047 -2.4313 -0.018 -0.012 0.017
Ge -1.7982 4.0702 0.2516 0.077 -0.042 0.071
S -1.4415 2.0525 1.0203 -0.186 0.012 0.090
C -3.5844 4.4148 -0.4853 0.055 0.017 0.071
C -4.0143 5.7293 -0.5626 -0.040 -0.047 -0.105
F -3.2081 6.7161 -0.1397 0.007 -0.004 0.017
C -5.2421 6.0803 -1.0864 -0.012 0.024 -0.010
F -5.6322 7.3532 -1.1423 0.017 -0.012 0.007
C -6.0708 5.0825 -1.5729 -0.052 0.015 -0.031
F -7.2551 5.3988 -2.0873 0.039 -0.011 0.020
C -5.6620 3.7616 -1.5414 0.006 -0.032 -0.010
F -6.4573 2.8128 -2.0308 0.020 0.004 0.013
C -4.4234 3.4462 -1.0051 -0.005 -0.112 0.037
F -4.0544 2.1617 -1.0145 -0.100 0.119 0.045
C -1.5037 5.1486 1.8638 0.022 -0.118 0.012
C -0.2073 5.2499 2.3429 -0.057 0.008 0.048
F 0.7986 4.6966 1.6539 0.013 -0.007 -0.015
C 0.0996 5.8834 3.5312 0.046 -0.003 -0.001
F 1.3581 5.9750 3.9598 -0.011 -0.009 -0.020
C -0.9263 6.4172 4.2914 0.002 0.043 0.067
F -0.6528 7.0278 5.4408 -0.011 -0.023 -0.042
C -2.2365 6.3015 3.8649 -0.020 0.007 -0.002
F -3.2218 6.7961 4.6136 -0.003 -0.009 -0.016
C -2.5066 5.6610 2.6673 0.072 0.058 0.012
F -3.7946 5.5379 2.3211 -0.004 -0.008 -0.025
```
Forces are in eV/Å.

Properties
spin multiplicity	2
net charge	0
lowest unoccupied orbital energy (alpha / beta)	-1.4 / -1.8	eV

natural (NBO) population analysis, charges in e, atoms 1 to 6: 0.84, -0.75, 0.36, -0.07, -0.09, -0.36

No. 3
DFT (wB97M-V/def2-TZVPD) results for a 6-piece molecular cluster, C18H39O9P overall at a distorted geometry.

The geometry in XYZ format:
```
67
Properties=species:S:1:pos:R:3:forces:R:3
C 122.3100 31.2320 18.3230 1.767 4.172 0.724
C 123.1720 31.8330 19.4920 -3.463 0.434 -0.802
O 123.5350 31.1220 20.3730 1.115 -0.644 1.219
C 123.3720 33.2980 19.4140 -2.434 2.126 -1.872
H 122.1190 30.2910 18.6950 -1.693 -2.000 0.364
H 123.3430 31.0760 17.9220 -1.161 0.130 -2.159
H 121.4920 32.0560 17.9280 2.452 -2.723 0.494
H 122.2610 33.9250 19.7110 3.365 -1.968 -1.324
H 123.7890 33.5710 18.3460 -1.276 -0.185 2.040
H 124.0660 33.5840 20.1320 1.274 0.718 1.336
C 120.8570 32.5270 22.7100 1.458 0.964 -6.062
C 120.9880 34.0080 22.3550 -0.861 -1.121 0.860
O 121.8910 34.6380 22.8170 1.064 1.181 0.310
C 119.9420 34.5530 21.4190 3.400 -0.983 -0.538
H 120.2410 32.4860 23.5050 -2.024 -1.090 2.605
H 121.8580 32.2430 22.7180 1.763 -0.905 1.523
H 120.6230 32.0100 21.6900 -0.788 0.385 2.120
H 120.5560 35.4360 21.0130 -1.732 -1.260 -0.414
H 119.1350 34.8350 22.0340 -1.359 0.377 0.353
H 119.8370 33.5320 20.9060 -0.857 2.449 -0.711
C 116.9940 32.2790 22.5680 -2.412 1.886 4.690
C 117.2330 32.5880 24.0770 1.995 4.457 -0.626
O 118.1840 33.3570 24.3800 -1.968 -2.349 -0.791
C 116.2540 32.1850 25.0940 7.491 -1.502 4.327
H 115.9730 32.2260 22.3430 -1.612 1.046 -0.688
H 117.0770 31.3510 22.8650 2.161 -6.055 -0.734
H 117.6270 32.9170 22.1500 2.686 1.611 -2.836
H 116.6710 32.8060 26.0700 -1.283 -2.428 -2.004
H 116.1070 31.1090 25.0910 0.050 -0.092 0.714
H 115.4660 32.6140 24.8210 -7.086 3.443 -2.081
C 124.6340 36.8330 18.6840 4.797 5.724 4.274
C 123.2300 36.9890 18.6970 -1.221 -0.168 2.936
O 122.5510 36.4360 17.9010 -1.808 -0.745 -1.894
C 122.6640 37.7370 19.8960 -3.453 -0.219 -0.004
H 125.1550 36.8460 19.8090 -1.608 -0.428 -2.787
H 125.1320 37.8800 18.3310 -1.141 -2.285 0.396
H 125.0170 36.0870 18.1410 1.231 -2.797 -2.205
H 121.4810 37.4330 20.1200 3.337 0.499 -0.540
H 122.5600 38.7520 19.5480 -0.012 0.727 0.001
H 123.2780 37.7670 20.7960 -0.134 -0.345 -0.145
C 120.9840 36.4560 25.5950 -2.735 1.751 2.876
C 120.2100 37.3570 24.6230 -2.186 0.893 2.115
O 119.0190 37.6890 24.7940 2.454 -1.448 -0.131
C 120.9500 38.0120 23.5330 -2.997 4.206 -0.791
H 120.3950 35.6340 26.1080 0.620 1.168 -0.814
H 121.4990 37.0990 26.4060 -1.593 -0.342 -0.722
H 121.8630 36.1590 25.2290 3.047 -2.050 -2.331
H 121.8160 38.6100 23.7060 0.875 -0.075 0.782
H 120.1850 38.8060 23.0450 1.522 -1.634 1.287
H 121.1040 37.4120 22.7340 0.965 -2.451 -2.301
C 124.9450 33.6470 30.0040 1.985 -0.830 -2.715
O 123.7230 33.2250 29.4970 -2.901 -1.372 -1.527
P 123.5710 32.1770 28.3020 2.961 1.693 -4.756
O 124.8610 32.0860 27.4790 -2.478 0.309 1.989
O 123.1130 30.7590 28.7860 -0.184 0.237 0.471
C 124.1840 30.0730 29.4790 0.071 -0.697 1.119
O 122.3370 32.7390 27.4000 0.347 -1.318 3.106
C 122.5170 33.2650 26.1200 -4.974 -4.633 -2.155
H 125.4540 32.7130 30.2510 0.673 0.753 0.786
H 124.6040 34.2710 30.7500 0.390 1.300 2.125
H 125.5640 34.1970 29.2100 -0.876 -0.705 1.157
H 124.6770 29.2910 28.8390 -0.571 1.051 0.477
H 123.6740 29.6070 30.3470 0.477 0.006 -0.556
H 124.9330 30.7860 29.9050 -0.480 -0.683 -0.624
H 121.5030 33.5700 25.7000 1.229 -0.094 0.948
H 122.8250 32.4790 25.4190 0.285 0.103 0.226
H 123.1540 33.9830 26.1060 4.055 4.824 -0.113
```
Forces are in eV/Å.

Properties
energy relative to the best compared isomer or geometry (same formula, charge and spin)	1.471	eV
spin multiplicity	1
net charge	0
lowest unoccupied orbital energy	0.6	eV

natural (NBO) population analysis, charges in e, atoms 1 to 6: -0.74, 0.58, -0.56, -0.71, 0.23, 0.25

No. 4
DFT (wB97M-V/def2-TZVPD) results for a 4-piece molecular cluster, CH12NO3 overall.

The geometry in XYZ format:
```
17
Properties=species:S:1:pos:R:3:forces:R:3
C 1.1752 0.7157 -0.2665 0.288 0.573 0.352
N 1.2757 -0.6070 0.4123 -0.045 -0.446 -0.246
H 2.1217 1.2360 -0.1814 0.286 -0.123 0.027
H 0.9582 0.5805 -1.3170 -0.215 -0.022 -0.007
H 0.4570 1.3328 0.2738 -0.273 -0.229 -0.346
H 0.7562 -1.3446 -0.1067 -0.272 0.258 0.158
H 0.9006 -0.5529 1.3793 0.172 -0.157 -0.045
H 2.2647 -0.9781 0.4124 0.006 0.183 0.133
H 0.1921 -3.6287 -0.0729 -0.236 -0.009 0.199
H -1.1343 -2.9492 -0.3653 0.083 0.027 0.090
O -0.6242 -3.3320 0.3640 0.250 -0.011 -0.258
H -2.8557 4.3379 2.0570 -0.021 -0.149 -0.045
H -1.4143 4.7858 2.0623 0.038 -0.172 -0.058
O -1.9688 4.0259 1.8461 0.000 0.306 0.091
H -1.1803 -0.5633 -2.0060 0.139 0.074 -0.440
H -0.1555 -1.6352 -2.6042 -0.150 0.413 -0.109
O -0.7684 -1.4236 -1.8873 -0.051 -0.518 0.506
```
Forces are in eV/Å.

Properties
energy relative to the best compared isomer or geometry (same formula, charge and spin)	0.374	eV
spin multiplicity	2
net charge	0
lowest unoccupied orbital energy (alpha / beta)	0.7 / 0.4	eV

natural (NBO) population analysis, charges in e, atoms 1 to 6: -0.55, -1.03, 0.22, 0.21, 0.22, 0.40

| no. | total energy (Eh) | molecular weight (g/mol) |
| --- | --- | --- |
| 1 | -803.67192 | 284.55 |
| 2 | -7141.89443 | 910.16 |
| 3 | -1727.48552 | 430.47 |
| 4 | -325.63706 | 86.11 |